No. 1
{
  "formula": "C10H13N2O",
  "method": "wB97M-V/def2-TZVPD",
  "elements": ["C", "C", "C", "C", "C", "C", "C", "C", "C", "C", "N", "N", "O", "H", "H", "H", "H", "H", "H", "H", "H", "H", "H", "H", "H", "H"],
  "positions_angstrom": [[-1.338, 4.062, 0.024], [-0.179, 3.556, -0.549], [-2.201, 3.213, 0.707], [0.122, 2.213, -0.461], [-1.912, 1.870, 0.799], [-0.747, 1.330, 0.205], [0.638, -2.359, 0.232], [-0.557, -0.051, 0.435], [1.460, -3.438, -0.312], [0.973, -0.626, -1.405], [0.289, -0.988, -0.169], [1.557, -4.562, 0.386], [0.028, -2.725, 1.412], [-1.564, 5.113, -0.052], [0.506, 4.215, -1.060], [-3.091, 3.601, 1.178], [1.065, 1.879, -0.856], [-2.593, 1.212, 1.319], [-1.166, -0.496, 1.211], [1.975, -3.350, -1.250], [1.993, -0.293, -1.211], [1.016, -1.500, -2.052], [0.427, 0.155, -1.927], [1.028, -4.642, 1.241], [0.155, -2.060, 2.102], [2.115, -5.328, 0.054]],
  "de_lowest_ev": 0.000,
  "charge": 1,
  "e_homo_ev": [-9.808, -12.360],
  "lumo_energy_ha": [-0.103, -0.224],
  "multiplicity": 3,
  "energy_ha": -573.260446
}

No. 2
{
  "formula": "C10H13N2O2P",
  "method": "wB97M-V/def2-TZVPD",
  "elements": ["C", "C", "C", "C", "C", "C", "C", "C", "C", "C", "N", "N", "O", "O", "P", "H", "H", "H", "H", "H", "H", "H", "H", "H", "H", "H", "H", "H"],
  "positions_angstrom": [[1.244, -2.561, 2.776], [0.094, -3.192, 2.326], [1.539, -1.265, 2.379], [-0.764, -2.535, 1.462], [0.688, -0.594, 1.517], [-0.435, -1.254, 1.047], [0.498, 1.838, -1.389], [0.503, 0.251, -1.655], [0.118, 3.416, 0.327], [-1.627, -0.137, -2.745], [0.417, 2.087, -0.122], [-0.790, -0.320, -1.580], [0.617, 2.545, -2.387], [-2.930, -0.972, -0.190], [-1.565, -0.457, -0.119], [1.908, -3.080, 3.451], [-0.134, -4.198, 2.647], [2.428, -0.774, 2.748], [-1.669, -2.999, 1.100], [0.863, 0.431, 1.209], [0.903, 0.119, -2.660], [1.160, -0.200, -0.915], [-0.962, 3.595, 0.351], [0.516, 3.538, 1.335], [0.567, 4.154, -0.348], [-1.664, 0.913, -3.040], [-1.218, -0.715, -3.576], [-2.631, -0.491, -2.520]],
  "de_lowest_ev": 2.064,
  "charge": 0,
  "e_homo_ev": [-8.092, -8.094],
  "lumo_energy_ha": [-0.077, -0.077],
  "energy_ha": -990.141084
}

No. 3
{
  "formula": "C10H13N3",
  "method": "wB97M-V/def2-TZVPD",
  "elements": ["C", "C", "C", "N", "C", "C", "C", "C", "C", "N", "C", "C", "N", "H", "H", "H", "H", "H", "H", "H", "H", "H", "H", "H", "H", "H"],
  "positions_angstrom": [[-1.319, 2.965, -0.375], [-0.938, 1.828, 0.160], [-0.972, 0.588, -0.575], [-0.249, -0.558, -0.137], [0.764, -1.071, -0.951], [1.908, -1.223, 0.200], [1.553, 0.040, 1.052], [0.250, -0.537, 1.225], [0.455, -1.986, 1.738], [1.717, -2.269, 1.115], [-1.727, 0.620, -1.742], [-2.334, 1.894, -2.091], [-2.187, 3.039, -1.563], [-1.358, 3.899, 0.140], [-0.508, 1.901, 1.216], [0.571, -1.971, -1.445], [1.144, -0.325, -1.603], [2.955, -1.286, -0.184], [1.550, 1.058, 0.620], [2.049, -0.058, 1.937], [-0.554, -0.135, 1.842], [-0.416, -2.643, 1.467], [0.606, -2.035, 2.751], [1.742, -3.192, 0.623], [-1.834, -0.326, -2.391], [-2.868, 1.782, -3.026]],
  "smiles": "c1cc(N2C[C@H]3C[C@@H]2CN3)ccn1",
  "de_lowest_ev": 2.615,
  "charge": 0,
  "e_homo_ev": -8.392,
  "lumo_energy_ha": 0.029,
  "energy_ha": -553.021450
}

No. 4
{
  "formula": "C10H13N3O2",
  "method": "wB97M-V/def2-TZVPD",
  "elements": ["C", "C", "C", "C", "C", "N", "C", "O", "H", "H", "H", "H", "H", "H", "H", "H", "H", "O", "C", "C", "C", "C", "N", "N", "H", "H", "H", "H"],
  "positions_angstrom": [[3.248, -1.331, 1.258], [2.894, 0.070, 0.773], [2.203, 0.025, -0.590], [2.022, 1.419, -1.196], [1.036, 2.215, -0.488], [0.401, 3.368, -0.518], [0.104, 2.492, 0.523], [-0.505, 2.278, 1.519], [2.356, -1.949, 1.318], [3.707, -1.292, 2.242], [3.947, -1.805, 0.572], [3.809, 0.662, 0.699], [2.239, 0.554, 1.499], [2.802, -0.576, -1.276], [1.224, -0.446, -0.488], [1.709, 1.352, -2.243], [2.968, 1.974, -1.189], [-3.608, 0.011, 2.009], [-3.307, -0.422, 0.785], [-4.284, -1.022, -0.030], [-3.878, -1.417, -1.281], [-2.540, -1.191, -1.626], [-1.678, -0.639, -0.801], [-2.056, -0.264, 0.388], [-2.818, 0.435, 2.380], [-5.291, -1.151, 0.332], [-4.557, -1.885, -1.977], [-2.147, -1.466, -2.594]],
  "smiles": "CCCCc1nc1=O.Oc1cccnn1",
  "de_lowest_ev": 2.820,
  "charge": 0,
  "e_homo_ev": -9.007,
  "lumo_energy_ha": 0.020,
  "energy_ha": -703.508805
}

No. 5
{
  "formula": "C10H13N3O5SW",
  "method": "wB97M-V/def2-TZVPD",
  "elements": ["W", "O", "C", "C", "N", "C", "C", "O", "O", "C", "C", "O", "O", "H", "H", "H", "H", "H", "H", "H", "H", "H", "S", "C", "N", "C", "C", "C", "N", "H", "H", "H", "H"],
  "positions_angstrom": [[0.138, 0.169, 0.026], [0.792, -0.942, -1.739], [-0.303, -1.564, -2.494], [-1.399, -0.540, -2.529], [-1.719, -0.053, -1.142], [-2.285, 1.320, -1.245], [-1.135, 2.271, -1.523], [-1.138, 3.236, -2.188], [0.033, 1.805, -0.856], [-2.572, -1.023, -0.406], [-1.703, -2.066, 0.275], [-1.973, -3.192, 0.471], [-0.473, -1.498, 0.643], [1.649, -1.162, -2.107], [-0.568, -2.490, -1.987], [0.034, -1.802, -3.500], [-2.297, -0.930, -3.010], [-1.055, 0.319, -3.104], [-2.735, 1.593, -0.291], [-3.033, 1.402, -2.033], [-3.290, -1.517, -1.058], [-3.116, -0.492, 0.377], [-0.470, 1.207, 2.192], [1.171, 0.913, 2.450], [1.896, 1.140, 3.576], [3.213, 0.848, 3.650], [3.864, 0.301, 2.582], [3.100, 0.069, 1.438], [1.809, 0.368, 1.386], [1.419, 1.544, 4.377], [3.695, 1.073, 4.594], [4.915, 0.059, 2.625], [3.537, -0.368, 0.549]],
  "charge": 2,
  "e_homo_ev": -15.451,
  "lumo_energy_ha": -0.307,
  "energy_ha": -1394.109991
}

No. 6
{
  "formula": "C10H13N3S",
  "method": "wB97M-V/def2-TZVPD",
  "elements": ["C", "S", "C", "C", "C", "N", "N", "C", "C", "C", "C", "C", "C", "N", "H", "H", "H", "H", "H", "H", "H", "H", "H", "H", "H", "H", "H"],
  "positions_angstrom": [[-1.328, 1.911, 0.934], [-2.657, 0.707, 0.338], [-1.653, -0.702, -0.272], [-2.305, -2.001, 0.436], [-1.405, -3.100, 0.186], [-0.716, -3.994, 0.010], [-1.945, -0.854, -1.679], [-1.164, -0.330, -2.508], [0.063, 0.423, -2.199], [0.411, 0.194, -0.756], [1.719, 0.703, -0.338], [2.125, 0.238, 1.141], [2.879, -0.324, 0.012], [-0.314, -0.368, 0.121], [-1.131, 1.868, 1.960], [-1.738, 2.814, 0.639], [-0.483, 1.708, 0.408], [-3.335, -2.039, 0.039], [-2.402, -1.745, 1.567], [-1.326, -0.686, -3.543], [1.056, 0.275, -2.676], [-0.213, 1.593, -2.402], [1.970, 1.680, -0.595], [1.326, -0.377, 1.560], [2.512, 1.012, 1.753], [3.752, 0.208, -0.330], [2.831, -1.356, -0.302]],
  "smiles": "CS[C@@]1(CC#N)N=CCC(C2CC2)=N1",
  "de_lowest_ev": 4.222,
  "charge": 0,
  "e_homo_ev": -8.885,
  "lumo_energy_ha": 0.017,
  "energy_ha": -951.180057
}